Entry 1:
68
Properties=species:S:1:pos:R:3 method="wB97M-V/def2-TZVPD" relative_energy_kj_mol=20.9 orbital_gap_ha="0.1423 / 0.1451" lumo_energy_ev="-16.912 / -16.851" multiplicity=1 max_force_ha_per_bohr=0.105 charge=+4
Hf -0.127 0.443 0.155
P 1.632 -0.816 2.011
P 1.633 2.382 0.322
P -0.938 -2.198 0.070
H 0.111 2.560 -5.086
C -0.959 2.328 -5.061
C -1.819 2.817 -4.174
H -1.596 3.571 -3.428
C 3.043 -1.728 1.254
C 2.525 0.197 3.237
C 1.026 -2.100 3.163
C 1.093 3.581 -0.980
C 1.766 3.430 1.799
C 3.351 2.056 -0.212
C -2.276 -2.432 -1.166
C -1.821 -3.026 1.459
C 0.272 -3.425 -0.572
H -1.300 1.668 -5.883
H -2.871 2.546 -4.295
H 3.757 -2.005 2.042
H 3.532 -1.078 0.516
H 2.667 -2.634 0.761
H 3.078 -0.499 3.878
H 1.827 0.756 3.868
H 3.234 0.893 2.785
H 1.864 -2.390 3.815
H 0.666 -2.978 2.614
H 0.216 -1.704 3.790
H 1.759 4.462 -1.001
H 0.067 3.903 -0.739
H 1.079 3.101 -1.974
H 2.630 4.106 1.750
H 1.856 2.794 2.685
H 0.853 4.033 1.880
H 3.810 3.007 -0.505
H 3.343 1.373 -1.070
H 3.943 1.602 0.592
H -2.798 -3.393 -1.059
H -1.874 -2.360 -2.187
H -3.007 -1.629 -1.002
H -2.681 -3.582 1.050
H -2.187 -2.233 2.125
H -1.169 -3.712 2.017
H -0.284 -4.091 -1.243
H 0.728 -4.031 0.227
H 1.072 -2.924 -1.133
C -1.049 0.047 -2.812
C 0.098 -0.350 -3.519
C -0.056 -1.062 -4.704
C -1.333 -1.440 -5.147
C -2.436 -0.942 -4.475
C -2.331 -0.308 -3.260
O -0.952 0.666 -1.611
H 1.226 -0.197 -0.814
H 1.047 0.052 -3.145
H 0.823 -1.194 -5.325
H -1.453 -2.085 -6.034
H -3.420 -1.038 -4.862
H -3.170 -0.225 -2.583
C -2.291 0.224 5.355
C -1.889 1.432 4.475
C -1.426 1.076 3.175
N -1.052 0.880 2.088
H -3.199 -0.252 4.940
H -2.516 0.544 6.385
H -1.477 -0.521 5.419
H -2.779 2.067 4.373
H -1.088 1.984 4.985

Entry 2:
66
Properties=species:S:1:pos:R:3 method="wB97M-V/def2-TZVPD" relative_energy_kj_mol=0.0 orbital_gap_ha="0.2297 / 0.2312" lumo_energy_ev="2.563 / 2.563" multiplicity=2 max_force_ha_per_bohr=0.020 charge=-1
Ce 2.267 0.022 -0.526
C -2.156 -6.522 -2.653
C -1.657 -5.403 -1.789
C -2.060 -5.288 -0.466
C -1.613 -4.236 0.324
C -0.755 -3.298 -0.216
C -0.337 -3.386 -1.545
C -0.790 -4.439 -2.313
S -0.132 -1.935 0.741
O -0.680 -2.054 2.066
O -0.413 -0.737 -0.054
N 1.432 -2.001 0.603
C 2.323 -2.865 1.161
C 2.020 -4.108 1.735
C 3.072 -4.892 2.163
C 4.382 -4.443 2.016
C 4.577 -3.194 1.451
N 3.585 -2.409 1.049
H -2.539 -7.350 -2.056
H -1.361 -6.909 -3.293
H -2.962 -6.187 -3.310
H -2.730 -6.028 -0.042
H -1.925 -4.148 1.357
H 0.335 -2.643 -1.973
H -0.461 -4.511 -3.343
H 1.000 -4.450 1.828
H 2.870 -5.862 2.604
H 5.229 -5.037 2.330
H 5.577 -2.793 1.323
O 3.475 2.230 -0.841
C 2.927 2.637 0.214
O 2.774 1.903 1.221
C 2.218 3.969 0.157
C 2.920 5.163 0.249
C 2.248 6.369 0.140
C 0.878 6.382 -0.082
C 0.181 5.190 -0.188
C 0.839 3.969 -0.066
P 0.014 2.328 -0.186
C -1.296 2.611 -1.417
C -2.539 3.177 -1.136
C -3.460 3.377 -2.148
C -3.151 3.010 -3.455
C -1.923 2.438 -3.736
C -0.997 2.231 -2.721
C -0.837 2.206 1.423
C -0.250 2.734 2.568
C -0.842 2.547 3.808
C -2.018 1.821 3.918
C -2.594 1.268 2.782
C -2.005 1.453 1.543
H 3.992 5.136 0.400
H 2.791 7.303 0.215
H 0.353 7.324 -0.180
H -0.885 5.214 -0.379
H -2.793 3.462 -0.124
H -4.424 3.815 -1.920
H -3.876 3.161 -4.244
H -1.678 2.129 -4.744
H -0.059 1.740 -2.947
H 0.680 3.286 2.502
H -0.370 2.964 4.688
H -2.474 1.667 4.888
H -3.494 0.671 2.858
H -2.436 0.982 0.671
S 2.015 -0.767 -2.905

Entry 3:
109
Properties=species:S:1:pos:R:3 method="wB97M-V/def2-TZVPD" relative_energy_kj_mol=0.0 orbital_gap_ha=0.2329 lumo_energy_ev=3.585 multiplicity=1 max_force_ha_per_bohr=0.022 charge=-2
Cd 0.396 0.863 -0.123
C -3.300 6.034 -3.503
C -2.490 5.518 -2.340
C -1.131 5.264 -2.477
C -0.402 4.707 -1.441
C -1.030 4.416 -0.241
C -2.375 4.715 -0.066
C -3.099 5.256 -1.117
S -0.100 3.698 1.100
O 1.296 3.768 0.691
O -0.489 4.523 2.233
N -0.422 2.178 1.365
C -1.748 1.820 1.873
C -2.483 0.768 1.021
O -3.556 0.329 1.470
O -1.906 0.401 -0.055
H -2.770 5.870 -4.442
H -3.510 7.103 -3.410
H -4.254 5.506 -3.560
H -0.650 5.451 -3.432
H 0.649 4.472 -1.550
H -2.849 4.525 0.889
H -4.159 5.455 -0.993
H -2.406 2.684 1.974
H -1.662 1.385 2.871
O -2.242 2.039 -3.139
C -1.275 1.382 -2.740
O -0.277 1.799 -2.055
C -1.178 -0.088 -3.203
P -0.971 -1.358 -1.871
C -2.676 -2.023 -1.703
C -3.795 -1.226 -1.934
C -5.072 -1.739 -1.752
C -5.252 -3.049 -1.325
C -4.142 -3.842 -1.061
C -2.866 -3.327 -1.243
C -0.305 -2.653 -3.063
C -1.058 -3.492 -3.890
C -0.441 -4.320 -4.824
C 0.941 -4.316 -4.967
C 1.704 -3.481 -4.161
C 1.085 -2.670 -3.219
H -0.252 -0.135 -3.776
H -2.007 -0.361 -3.850
H -3.660 -0.192 -2.239
H -5.936 -1.107 -1.929
H -6.250 -3.446 -1.176
H -4.271 -4.858 -0.703
H -2.001 -3.950 -1.038
H -2.137 -3.499 -3.814
H -1.046 -4.968 -5.450
H 1.414 -4.953 -5.706
H 2.785 -3.459 -4.258
H 1.687 -2.029 -2.586
S 5.830 2.842 4.373
C 6.425 4.308 3.712
C 5.598 4.788 2.746
C 4.454 3.964 2.540
C 4.430 2.874 3.359
C 3.428 1.804 3.399
C 2.754 1.472 2.203
N 1.831 0.551 2.124
C 1.497 -0.120 3.236
C 2.140 0.081 4.464
C 1.726 -0.662 5.618
C 0.653 -1.481 5.566
C -0.098 -1.617 4.351
C -1.332 -2.286 4.295
C -2.060 -2.287 3.129
C -1.465 -1.699 1.987
N -0.310 -1.083 2.008
C 0.350 -0.988 3.178
C -3.440 -2.784 3.045
C -4.467 -2.219 2.348
C -5.697 -2.919 2.522
C -5.583 -3.998 3.341
S -3.974 -4.188 3.909
C 3.137 1.073 4.519
H 7.356 4.719 4.076
H 5.791 5.696 2.190
H 3.655 4.183 1.840
H 2.940 2.043 1.300
H 2.267 -0.517 6.547
H 0.311 -2.010 6.449
H -1.733 -2.737 5.198
H -1.989 -1.731 1.035
H -4.333 -1.309 1.763
H -6.630 -2.621 2.059
H -6.346 -4.704 3.636
H 3.623 1.289 5.465
C 5.560 -0.251 -3.489
C 4.068 -0.218 -3.216
O 3.716 -1.112 -2.139
P 3.327 -0.500 -0.669
O 2.488 0.729 -0.922
Te 5.335 -0.448 0.571
O 2.305 -1.636 -0.171
C 2.658 -2.873 0.473
C 3.297 -3.897 -0.448
H 5.807 0.441 -4.300
H 5.873 -1.260 -3.770
H 6.111 0.041 -2.594
H 3.513 -0.555 -4.094
H 3.731 0.793 -2.987
H 1.717 -3.249 0.873
H 3.326 -2.660 1.307
H 2.633 -4.142 -1.279
H 3.513 -4.806 0.119
H 4.229 -3.507 -0.856